Model 1:
# C6H13NO3

A 2-piece molecular cluster, C6H13NO3 overall (the ωB97M-V functional and the def2-TZVPD basis, the Open Molecules 2025 dataset).

CARTESIAN COORDINATES (ANGSTROEM)
O: 0.595 -1.998 0.352
O: -2.375 0.274 0.356
O: -0.460 0.193 -2.152
N: 0.232 1.589 0.332
C: 2.324 0.392 0.648
C: 1.291 0.904 -0.396
C: -0.446 0.798 1.476
C: -1.208 -0.493 0.861
C: -0.339 -1.151 -0.249
C: 0.491 -0.318 -1.259
H: -1.548 -1.182 1.690
H: -0.059 0.742 -2.899
H: 1.653 1.627 -1.110
H: -1.295 1.541 1.886
H: 1.082 -1.125 -1.876
H: 2.772 1.141 1.374
H: -1.197 -1.636 -0.931
H: 2.008 -0.376 1.400
H: -0.561 1.830 -0.199
H: -2.925 0.566 1.179
H: 3.097 0.116 -0.169
H: 0.328 -3.270 0.102
H: 0.270 0.366 2.292

Values from the calculation:
* E_HOMO: -8.20 eV
* orbital gap: 8.213 eV
* spin multiplicity: 1

These are the Mulliken partial charges, in e, on atoms 1 to 6: O -0.632; O -0.540; O -0.558; N -0.467; C -1.209; C 0.044

***

Model 2:
# C6H13NO3

A 2-piece molecular cluster, C6H13NO3 overall (the ωB97M-V functional and the def2-TZVPD basis, the Open Molecules 2025 dataset).

CARTESIAN COORDINATES (ANGSTROEM)
O: 2.056 -0.885 1.009
O: 2.891 0.114 -0.829
O: -0.968 0.466 0.907
N: 1.627 1.695 0.865
C: 1.831 -0.131 0.037
C: 0.587 -0.332 -0.833
C: -0.735 -0.563 -0.103
C: -1.963 -0.075 -0.905
C: -2.066 1.020 0.160
C: -0.871 -1.952 0.489
H: -0.075 -2.142 1.220
H: 0.506 0.544 -1.494
H: 1.787 2.428 0.176
H: 0.776 -1.191 -1.492
H: 2.307 1.742 1.620
H: -1.755 0.267 -1.925
H: -1.838 2.038 -0.189
H: 3.686 -0.252 -0.423
H: -2.798 -0.784 -0.917
H: -1.850 -2.058 0.977
H: 0.658 1.715 1.209
H: -0.799 -2.701 -0.312
H: -2.991 1.036 0.754

Values from the calculation:
* E_HOMO: -9.07 eV
* structure (SMILES): C[C@@]1(CC(=O)O)CCO1.N
* orbital gap: 9.829 eV
* spin multiplicity: 1

These are the Mulliken partial charges, in e, on atoms 1 to 6: O -0.709; O -0.495; O -0.561; N -0.631; C 0.575; C -1.210

***

The structure with the most favorable energy is model 2; the runner-up is 92.4 kcal/mol above it.

***

Model 1:
# C7H15NO

A 2-piece molecular cluster, C7H15NO overall (the ωB97M-V functional and the def2-TZVPD basis, the Open Molecules 2025 dataset).

CARTESIAN COORDINATES (ANGSTROEM)
O: 2.644 2.400 -0.278
N: 0.431 0.698 0.915
C: -1.361 -0.874 0.911
C: 1.950 -1.643 -2.633
C: -3.047 0.887 1.331
C: -2.143 -0.173 1.996
C: -0.222 -0.429 0.391
C: 0.386 -1.064 -0.782
C: 1.571 -0.939 -1.362
H: 3.322 2.525 -0.952
H: -3.569 1.498 2.066
H: 1.255 0.990 0.399
H: -2.437 1.527 0.722
H: 1.340 -1.262 -3.461
H: -0.329 -1.675 -1.324
H: -0.141 1.467 1.215
H: -3.886 0.380 0.836
H: -2.645 -0.858 2.679
H: -1.916 -1.740 0.536
H: 2.386 -0.371 -0.921
H: 1.739 -2.720 -2.582
H: -1.461 0.368 2.623
H: 2.993 -1.521 -2.871
H: 3.139 2.528 0.545

Values from the calculation:
* E_HOMO: -7.51 eV
* structure (SMILES): C/C=C/C(N)=C/CC.O
* orbital gap: 8.096 eV
* spin multiplicity: 1

These are the Mulliken partial charges, in e, on atoms 1 to 6: O -0.665; N -0.432; C -0.413; C -1.255; C -0.940; C -0.895

***

Model 2:
# C7H15NO

An isolated molecule of C7H15NO (the ωB97M-V functional and the def2-TZVPD basis, the Open Molecules 2025 dataset).

CARTESIAN COORDINATES (ANGSTROEM)
O: 1.917 0.961 -0.542
N: -0.375 0.682 0.920
C: 0.992 0.022 -1.038
C: -1.769 1.088 0.810
C: 2.857 0.468 0.382
C: -0.129 -0.395 -0.045
C: -1.460 -0.591 -0.815
C: 0.238 -1.683 0.701
C: -2.197 0.730 -0.615
H: 3.615 1.243 0.484
H: -0.532 -1.903 1.436
H: 0.241 1.460 0.702
H: 3.326 -0.452 0.014
H: 1.514 -0.875 -1.402
H: 2.403 0.279 1.360
H: -3.275 0.637 -0.726
H: 0.541 0.533 -1.894
H: -1.833 1.484 -1.317
H: 1.183 -1.581 1.224
H: 0.309 -2.514 0.003
H: -2.030 -1.400 -0.358
H: -2.353 0.501 1.528
H: -1.891 2.144 1.050
H: -1.291 -0.837 -1.862

Values from the calculation:
* E_HOMO: -8.70 eV
* structure (SMILES): COC[C@]1(C)CCCN1
* orbital gap: 9.661 eV
* spin multiplicity: 1

These are the Mulliken partial charges, in e, on atoms 1 to 6: O -0.422; N -0.420; C -0.833; C -0.683; C -0.667; C 1.392

***

The structure with the most favorable energy is model 2; the runner-up is 13.1 kcal/mol above it.

***

Model 1:
# C5H8OS2

An isolated molecule of C5H8OS2 (the ωB97M-V functional and the def2-TZVPD basis, the Open Molecules 2025 dataset).

CARTESIAN COORDINATES (ANGSTROEM)
S: 0.862 -1.023 -2.849
S: -0.444 1.795 -0.077
O: 1.085 -0.066 1.267
C: 0.908 -0.249 -0.109
C: 0.223 -1.056 -1.176
C: -0.533 0.036 -0.412
C: 0.713 1.325 1.393
C: -1.544 -0.609 0.519
H: 0.196 1.459 2.382
H: -0.268 -2.019 -0.959
H: 1.131 0.285 -2.905
H: -2.552 -0.465 0.068
H: -1.556 -0.159 1.510
H: -1.395 -1.653 0.666
H: 1.596 0.405 -0.639
H: 1.577 1.992 1.320

Values from the calculation:
* E_HOMO: -8.68 eV
* structure (SMILES): C[C@@]12SCO[C@H]1[C@@H]2S
* orbital gap: 9.406 eV
* spin multiplicity: 1

These are the Mulliken partial charges, in e, on atoms 1 to 6: S -0.233; S -0.190; O -0.419; C -0.198; C -0.176; C 0.769

***

Model 2:
# C5H8OS2

An isolated molecule of C5H8OS2 (the ωB97M-V functional and the def2-TZVPD basis, the Open Molecules 2025 dataset).

CARTESIAN COORDINATES (ANGSTROEM)
S: -0.142 2.036 -0.255
S: -2.375 -0.757 -0.156
O: 0.193 -1.407 -0.306
C: 2.462 -0.468 -0.903
C: -0.108 0.555 0.805
C: -0.749 -0.553 0.166
C: 1.326 -0.037 1.225
C: 1.531 -1.008 0.097
H: 1.289 -0.581 2.184
H: -0.868 1.650 -1.540
H: 3.317 -0.038 -0.325
H: 2.037 0.851 1.312
H: -0.640 0.759 1.698
H: 1.950 -1.981 0.419
H: 1.962 0.368 -1.418
H: 2.921 -1.171 -1.636

Values from the calculation:
* E_HOMO: -8.71 eV
* structure (SMILES): C[C@H]1C[C@@H](S)C(=S)O1
* orbital gap: 8.793 eV
* spin multiplicity: 1

These are the Mulliken partial charges, in e, on atoms 1 to 6: S -0.221; S -0.204; O -0.391; C -1.201; C 0.206; C -0.298

***

The structure with the most favorable energy is model 2; the runner-up is 58.2 kcal/mol above it.

***

Model 1:
# C5H8OS2

An isolated molecule of C5H8OS2 (the ωB97M-V functional and the def2-TZVPD basis, the Open Molecules 2025 dataset).

CARTESIAN COORDINATES (ANGSTROEM)
S: 1.233 1.397 0.247
S: -2.649 -0.202 -0.242
O: 0.196 -1.717 1.003
C: 0.027 -0.966 -0.209
C: 2.557 -0.899 -0.389
C: 1.248 -0.204 -0.649
C: -0.550 1.483 0.187
C: -1.081 0.074 -0.056
H: 3.329 -0.362 -0.937
H: 1.249 -0.042 -1.726
H: -0.882 1.732 1.134
H: -0.997 2.180 -0.505
H: -0.282 -1.679 -0.950
H: 2.760 -1.138 0.681
H: 2.546 -1.882 -0.880
H: 0.149 -1.133 1.778

Values from the calculation:
* E_HOMO: -8.87 eV
* structure (SMILES): C[C@@H]1SCC(=S)[C@@H]1O
* orbital gap: 8.301 eV
* spin multiplicity: 1

These are the Mulliken partial charges, in e, on atoms 1 to 6: S -0.209; S -0.217; O -0.541; C -0.281; C -1.477; C 0.250

***

Model 2:
# C5H8OS2

C5H8OS2 as an isolated structure (the ωB97M-V functional and the def2-TZVPD basis, the Open Molecules 2025 dataset).

CARTESIAN COORDINATES (ANGSTROEM)
S: 0.530 1.809 -0.490
S: 3.274 0.098 -0.399
O: -0.644 -0.405 -1.549
C: -0.954 0.388 1.061
C: 1.657 -0.634 0.122
C: -1.750 -0.077 -0.462
C: 0.365 -0.710 -0.559
C: 0.433 0.263 0.384
H: -1.008 -0.533 1.764
H: -2.368 -0.979 -0.268
H: -2.417 0.615 -0.864
H: -1.339 1.102 1.578
H: -0.503 1.079 -1.630
H: -0.222 -1.658 -0.152
H: 1.864 -1.514 0.813
H: 3.083 1.154 0.650

Values from the calculation:
* E_HOMO: -8.04 eV
* orbital gap: 8.587 eV
* spin multiplicity: 1

These are the Mulliken partial charges, in e, on atoms 1 to 6: S -0.329; S -0.214; O -0.456; C -0.683; C -0.343; C -0.620

***

The structure with the most favorable energy is model 1; the runner-up is 163.7 kcal/mol above it.

***

Model 1:
# C5H6N2OS

A 2-piece molecular cluster, C5H6N2OS overall (the ωB97M-V functional and the def2-TZVPD basis, the Open Molecules 2025 dataset).

CARTESIAN COORDINATES (ANGSTROEM)
S: 2.148 -0.794 -0.079
O: -3.069 -1.028 0.357
N: -1.295 2.558 -0.039
N: 0.581 -0.604 -0.366
C: -1.159 -2.482 -0.301
C: -2.138 -1.797 -0.096
C: -0.716 1.473 -0.067
C: -0.142 0.397 -0.375
C: 2.961 0.760 0.426
H: -2.241 2.661 -0.249
H: 2.761 1.192 1.370
H: 3.953 0.550 0.288
H: -4.009 -1.180 0.120
H: -0.408 -3.257 -0.500
H: 2.773 1.551 -0.487

Values from the calculation:
* E_HOMO: -8.02 eV
* structure (SMILES): CSN=C=C=N.C#CO
* orbital gap: 7.662 eV
* spin multiplicity: 1

These are the Mulliken partial charges, in e, on atoms 1 to 6: S 0.067; O -0.510; N -0.585; N -0.324; C -0.401; C 0.198

***

Model 2:
# C5H6N2OS

An isolated molecule of C5H6N2OS (the ωB97M-V functional and the def2-TZVPD basis, the Open Molecules 2025 dataset).

CARTESIAN COORDINATES (ANGSTROEM)
S: -0.304 1.062 -1.532
O: 0.679 1.542 -2.430
N: 0.234 -0.502 -0.937
N: 0.926 -2.274 -2.431
C: -0.897 -1.036 0.211
C: 0.190 1.039 1.210
C: 0.513 -1.417 -1.795
C: 0.289 1.691 0.077
C: -0.220 -0.318 1.457
H: -0.856 -2.039 -0.002
H: 0.633 -0.935 1.806
H: 0.738 2.591 0.096
H: -1.814 -0.563 -0.091
H: -0.822 -0.350 2.357
H: 0.710 1.511 2.003

Values from the calculation:
* E_HOMO: -9.44 eV
* orbital gap: 9.914 eV
* spin multiplicity: 1

These are the Mulliken partial charges, in e, on atoms 1 to 6: S 0.400; O -0.527; N -0.242; N -0.529; C -0.851; C -0.027

***

The structure with the most favorable energy is model 2; the runner-up is 72.3 kcal/mol above it.

***

Model 1:
# C5H19NO5

A 5-piece molecular cluster, C5H19NO5 overall (the ωB97M-V functional and the def2-TZVPD basis, the Open Molecules 2025 dataset).

CARTESIAN COORDINATES (ANGSTROEM)
O: -0.862 -1.082 -2.112
O: -2.911 1.168 -2.231
O: 1.760 -1.066 -1.689
O: 2.387 1.472 1.738
O: 0.232 0.986 -2.976
N: 0.786 -1.641 1.007
C: -0.602 0.435 1.643
C: 2.006 0.337 1.870
C: -1.779 0.061 0.727
C: 0.732 -0.153 1.097
C: -0.893 -0.052 3.115
H: -0.748 -1.123 3.205
H: -1.628 -0.051 -0.326
H: 2.581 -0.394 2.487
H: -0.747 -2.014 -2.361
H: -0.093 0.366 3.786
H: -2.949 0.262 -2.550
H: 0.809 -0.957 -1.498
H: -2.402 0.934 0.939
H: -0.962 -0.617 -2.950
H: 0.814 0.073 0.025
H: -1.978 1.325 -2.065
H: -1.848 0.179 3.571
H: 2.131 -1.425 -0.877
H: 0.565 -2.032 1.938
H: 0.067 -2.030 0.408
H: -0.326 1.502 1.592
H: 1.168 0.786 -2.866
H: 0.110 1.887 -2.615
H: -2.242 -0.881 1.050

Values from the calculation:
* E_HOMO: -9.57 eV
* structure (SMILES): CC(C)[C@H](N)C=O.O.O.O.O
* orbital gap: 9.855 eV
* spin multiplicity: 1

These are the Mulliken partial charges, in e, on atoms 1 to 6: O -0.643; O -0.602; O -0.671; O -0.471; O -0.612; N -0.662

***

Model 2:
# C5H19NO5

A 5-piece molecular cluster, C5H19NO5 overall (the ωB97M-V functional and the def2-TZVPD basis, the Open Molecules 2025 dataset).

CARTESIAN COORDINATES (ANGSTROEM)
O: 0.126 3.429 2.160
O: 1.794 3.296 -0.672
O: -1.138 -0.921 3.228
O: 1.091 1.138 -2.324
O: -3.753 0.279 -1.052
N: -0.491 -0.070 0.188
C: -1.818 -0.551 -0.051
C: 0.474 -1.157 0.646
C: -2.581 0.491 -0.844
C: 1.426 -1.779 -1.493
C: 0.609 -2.334 -0.325
H: 0.520 -1.391 -1.992
H: -0.465 0.642 0.910
H: 1.497 2.720 -1.395
H: -2.020 1.309 -1.326
H: -1.943 -1.409 3.012
H: 0.433 2.540 2.366
H: 1.302 -3.017 0.216
H: 0.796 3.717 1.524
H: -0.258 -2.995 -0.486
H: 1.990 -0.892 -1.212
H: 2.637 3.062 -0.290
H: 0.376 1.505 -2.852
H: 1.363 -0.541 0.808
H: 0.190 -1.587 1.600
H: 0.687 0.794 -1.498
H: -2.439 -0.761 0.832
H: -1.949 -1.479 -0.612
H: 2.025 -2.453 -2.075
H: -0.482 -1.584 3.008

Values from the calculation:
* E_HOMO: -9.84 eV
* structure (SMILES): CCCNCC=O.O.O.O.O
* orbital gap: 10.188 eV
* spin multiplicity: 1

These are the Mulliken partial charges, in e, on atoms 1 to 6: O -0.639; O -0.640; O -0.627; O -0.772; O -0.498; N 0.145

***

The structure with the most favorable energy is model 1; the runner-up is 19.2 kcal/mol above it.